Formula: C5H11ClO3PS
Source: OMol25
Level of theory: ωB97M-V/def2-TZVPD

```
22
Properties=species:S:1:pos:R:3
C 2.02 -1.13 -0.05
C 1.97 -0.46 -1.47
C 1.32 -0.24 0.97
C 0.92 -1.21 2.17
C -2.55 1.41 -1.85
O 0.62 -0.25 -1.86
O 0.16 0.40 0.47
O -1.25 1.24 -1.31
P -0.58 -0.15 -0.86
S -3.07 1.24 1.86
Cl -4.64 2.11 2.56
H 1.51 -1.97 -0.21
H 2.99 -1.33 0.32
H 2.63 0.44 -1.38
H 2.51 -1.08 -2.18
H 1.89 0.64 1.39
H 0.25 -1.98 1.83
H 0.42 -0.60 2.91
H 1.79 -1.71 2.75
H -2.85 2.44 -1.69
H -3.44 0.93 -1.42
H -2.64 1.27 -2.96
```

Calculated values
- net charge = +1
- multiplicity = 1
- lowest unoccupied orbital energy (alpha / beta) (eV) = -8.081 / -5.263
- relative energy (zero: lowest compared OMol25 entry of this formula, charge and spin) (kcal/mol) = 0.00
- highest occupied orbital energy (alpha / beta) (Ha) = -0.451 / -0.441
- HOMO-LUMO gap (alpha / beta) (eV) = 4.2 / 6.7
- F_max (eV/Å) = 4.95
- total energy (Ha) = -1622.21766

Want to see where the charge sits? The Löwdin charges in e are: -0.111 -0.147 -0.371 -0.015 -0.134 -0.176 -0.185 -0.236 1.003 0.046 0.063 0.078 0.133 0.159 0.132 0.184 0.078 0.073 0.127 0.099 0.083 0.115